Entry 1:
C5H4S in the gas phase, computed with ωB97M-V/def2-TZVPD.

## Properties
LUMO level (alpha / beta) ... -1.774 / -1.773 eV
Kohn-Sham gap (alpha / beta) ... 6.85 / 6.85 eV
Multiplicity ... 1

Each line ends with the natural charge from an NBO analysis.
Cartesian coordinates (Å):
C (0.67768, 0.44063, -0.62339)  -0.259
C (1.27964, -0.02870, -1.80951)  -0.308
C (-0.45035, -0.21733, -0.25613)  -0.115
C (-1.32283, -1.19245, -0.68338)  0.124
C (-1.31671, -0.82214, 0.78273)  -0.490
S (0.89742, -1.49146, -2.47452)  0.111
H (1.07506, 1.30383, -0.10889)  0.228
H (2.01443, 0.59364, -2.30100)  0.223
H (-0.73119, -1.22715, 1.60363)  0.246
H (-2.29147, -0.47071, 1.10137)  0.240



Entry 2:
A molecular structure, C24H21N2O4Y, computed with ωB97M-V/def2-TZVPD.

## Properties
LUMO level ... -0.369 eV
Kohn-Sham gap ... 7.36 eV
Multiplicity ... 1

Each line ends with the natural charge from an NBO analysis.
Cartesian coordinates (Å):
Y (0.88147, -0.97739, 1.24581)  2.083
C (3.73667, 0.02080, -0.60118)  -0.246
O (2.36628, -0.22905, -0.63407)  -0.556
C (1.80158, -0.50428, -1.87952)  0.345
C (2.49313, -0.89667, -3.01589)  -0.293
C (1.80851, -1.24453, -4.19525)  -0.189
C (0.38059, -1.11640, -4.22509)  -0.208
C (-0.25312, -0.51151, -3.15722)  -0.200
C (0.47629, -0.18906, -2.03544)  0.043
N (-0.27735, 0.20541, -0.81287)  -0.294
N (-1.31056, 0.89563, -1.03620)  -0.115
C (-2.10390, 1.31777, 0.01770)  -0.072
C (-1.78494, 0.97751, 1.34660)  0.443
O (-0.78900, 0.27602, 1.69216)  -0.814
C (-2.59268, 1.63695, 2.38905)  -0.264
C (-3.56522, 2.52452, 2.04832)  -0.130
C (-3.72469, 3.00860, 0.68046)  -0.127
C (-4.49684, 4.16357, 0.47149)  -0.169
C (-4.65906, 4.61286, -0.79512)  -0.234
C (-3.98863, 3.91960, -1.86430)  -0.208
C (-3.26621, 2.80718, -1.66776)  -0.216
C (-3.06770, 2.32622, -0.33621)  0.065
H (4.24895, -0.92166, -0.67277)  0.186
H (3.95657, 0.64276, -1.50596)  0.195
H (4.00547, 0.46611, 0.37777)  0.218
H (3.52442, -1.17882, -2.90592)  0.226
H (2.28672, -1.69491, -5.04515)  0.221
H (-0.18711, -1.48816, -5.10666)  0.221
H (-1.31087, -0.33978, -3.20574)  0.236
H (-2.26361, 1.30529, 3.36760)  0.223
H (-4.13771, 3.08777, 2.74068)  0.207
H (-4.96754, 4.67687, 1.37673)  0.212
H (-5.34660, 5.41201, -1.00892)  0.214
H (-4.31082, 4.16878, -2.91854)  0.213
H (-2.76719, 2.24924, -2.47902)  0.230
C (1.83621, -0.05430, 3.60131)  -0.322
C (2.84864, 0.28270, 2.68593)  -0.381
C (3.34683, -1.02176, 2.24939)  -0.389
C (2.63289, -2.02986, 2.93350)  -0.341
C (1.65392, -1.44942, 3.74341)  -0.396
H (1.23850, 0.64223, 4.01281)  0.216
H (3.03622, 1.29066, 2.33123)  0.234
H (4.08376, -1.16221, 1.51858)  0.218
H (2.77151, -3.08456, 2.66851)  0.236
H (0.94409, -1.84694, 4.39861)  0.240
C (0.64168, -5.09174, 0.37998)  -0.718
C (0.70768, -3.63864, 0.53492)  0.793
O (-0.21419, -3.00281, 1.14382)  -0.783
O (1.70361, -2.97807, 0.07528)  -0.773
H (-0.26743, -5.47462, 0.80737)  0.234
H (1.50555, -5.44865, 0.95955)  0.242
H (0.73523, -5.34125, -0.69379)  0.244



Entry 3:
A molecular structure, C24H23BBaN4O5S3Te, computed with ωB97M-V/def2-TZVPD.

## Properties
Charge ... -2
LUMO level ... 3.797 eV
Kohn-Sham gap ... 5.39 eV
Multiplicity ... 1

Each line ends with the natural charge from an NBO analysis.
Cartesian coordinates (Å):
Ba (2.24559, 0.02442, 0.24799)  1.753
N (6.69174, -4.89873, 0.66495)  -0.822
C (5.36635, -4.60008, 1.01807)  0.174
C (4.38729, -4.58288, 0.02767)  -0.205
C (3.11348, -4.13409, 0.31565)  -0.173
C (2.78974, -3.74368, 1.60636)  -0.376
C (3.72744, -3.85379, 2.62241)  -0.144
C (5.00754, -4.28744, 2.32999)  -0.280
S (1.23752, -2.95402, 1.88245)  2.309
O (0.34180, -3.82656, 2.61430)  -0.974
O (0.77185, -2.53168, 0.55966)  -1.024
N (1.72612, -1.67859, 2.68385)  -1.010
C (0.79323, -0.76827, 3.06561)  0.241
S (-0.70267, -1.12210, 3.92231)  0.337
C (-1.04664, 0.56818, 3.97964)  -0.506
C (-0.06278, 1.26273, 3.36513)  -0.035
N (0.96358, 0.51366, 2.84765)  -0.565
H (6.92054, -4.38886, -0.18584)  0.411
H (7.33530, -4.60832, 1.38799)  0.356
H (4.66235, -4.82010, -0.99177)  0.210
H (2.38083, -4.01939, -0.47144)  0.241
H (3.47172, -3.52972, 3.62258)  0.227
H (5.76221, -4.30698, 3.10900)  0.196
H (-1.95391, 0.94857, 4.41950)  0.224
H (-0.03409, 2.33411, 3.22486)  0.222
O (6.38864, -2.52169, -1.24069)  -0.744
C (5.45893, -1.81776, -0.90351)  0.699
N (4.54773, -1.13715, -0.58012)  -0.905
C (-6.18986, 1.58936, -2.90944)  -0.607
C (-5.91691, 1.25402, -1.44257)  -0.055
C (-6.69737, -0.02112, -1.09519)  -0.598
C (-6.44501, 2.41467, -0.58784)  -0.598
C (-4.42597, 1.04128, -1.16303)  -0.041
C (-4.01620, 0.72535, 0.13438)  -0.239
C (-2.67763, 0.52259, 0.46940)  -0.263
C (-1.75261, 0.64680, -0.54148)  0.300
O (-0.40209, 0.51042, -0.50678)  -0.784
B (0.13441, 0.73784, -1.85482)  0.269
O (-1.04033, 1.01968, -2.63843)  -0.706
C (-2.13544, 0.95580, -1.83586)  0.243
C (-3.46035, 1.15527, -2.17002)  -0.273
H (-7.26320, 1.73641, -3.05620)  0.195
H (-5.86656, 0.78385, -3.57132)  0.210
H (-5.67951, 2.50534, -3.21229)  0.211
H (-7.76546, 0.11819, -1.29035)  0.188
H (-6.57477, -0.28748, -0.04509)  0.209
H (-6.34179, -0.86173, -1.69398)  0.212
H (-7.51112, 2.57523, -0.77686)  0.188
H (-5.90850, 3.33602, -0.82245)  0.212
H (-6.31395, 2.21618, 0.47622)  0.208
H (-4.75621, 0.63143, 0.92104)  0.192
H (-2.37301, 0.27759, 1.47904)  0.228
H (-3.71435, 1.39692, -3.19262)  0.210
Te (3.04585, 3.28847, 1.45286)  -0.466
C (3.50904, 4.20245, -0.38633)  -0.443
C (2.98673, 3.95135, -1.62837)  -0.344
C (3.54099, 4.75675, -2.66280)  -0.255
C (4.48668, 5.62488, -2.20743)  -0.482
S (4.69814, 5.45013, -0.51329)  0.392
H (2.22386, 3.20047, -1.79535)  0.237
H (3.24878, 4.68575, -3.70234)  0.205
H (5.06222, 6.34002, -2.77461)  0.210



Respective ΔE to the lowest compared entry with this formula, charge and spin values: 100.07; 0.00; 0.00 kcal per mole.
Respective E_tot values: -590.89200; -1376.05897; -3036.74784 Eh.